No. 1
Entry from the Open Molecules 2025 dataset: one molecule with the formula C12H18N2 in a non-equilibrium geometry (ωB97M-V/def2-TZVPD).

Values from the calculation:
* E_LUMO: 0.870 eV
* relative energy (zero: lowest compared OMol25 entry of this formula, charge and spin): 35.3 kcal per mole
* HOMO-LUMO gap: 8.591 eV
* charge: 0
* HOMO energy: -7.721 eV
* total energy: -577.4931 a.u.

The geometry in XYZ format:
```
32
Properties=species:S:1:pos:R:3:lowdin_charge:R:1
C 0.37 2.81 -2.13 -0.0942
C -0.97 2.00 -2.04 -0.4536
C -0.62 0.47 -2.19 -0.1205
C 0.19 -0.18 -1.04 -0.1550
C 1.56 0.03 -0.85 -0.0555
C 2.18 -0.34 0.30 -0.0546
C 1.55 -1.04 1.26 -0.2432
C 0.99 -1.81 3.38 -0.2234
C -0.23 -2.03 2.41 -0.1047
C 0.24 -1.38 1.12 -0.1470
C -0.47 -0.91 0.03 -0.2089
C -1.88 -1.23 -0.10 -0.0718
H 0.92 2.43 -3.12 0.1122
H 1.05 2.76 -1.27 0.0544
H 0.28 3.92 -2.31 0.0730
H -1.45 2.28 -2.98 0.1214
H -2.75 2.22 -1.22 0.0586
H -1.71 1.91 -0.07 0.1022
H 0.16 0.35 -3.01 0.1214
H -1.60 -0.05 -2.48 0.1227
H 2.21 0.67 -1.41 0.1042
H 3.23 -0.13 0.47 0.1116
H 3.04 -1.16 2.80 0.1700
H 0.83 -1.13 4.24 0.1111
H 1.15 -2.83 3.83 0.1094
H -0.46 -3.11 2.33 0.1151
H -1.14 -1.50 2.92 0.1368
H -2.56 -1.68 0.84 0.1454
H -2.28 -0.25 -0.35 0.0484
H -2.10 -1.97 -0.89 0.0917
N -1.81 2.49 -0.97 0.0236
N 2.10 -1.63 2.48 -0.0010
```

No. 2
Entry from the Open Molecules 2025 dataset: one molecule with the formula C5H9N2O2PS in a non-equilibrium geometry (ωB97M-V/def2-TZVPD).

Values from the calculation:
* E_LUMO: -0.446 eV
* relative energy (zero: lowest compared OMol25 entry of this formula, charge and spin): 1.4 kcal per mole
* HOMO-LUMO gap: 8.658 eV
* charge: 0
* HOMO energy: -9.104 eV
* total energy: -1195.4644 a.u.

The geometry in XYZ format:
```
20
Properties=species:S:1:pos:R:3:lowdin_charge:R:1
C -1.42 0.98 1.85 -0.0930
C -0.70 -0.15 2.25 -0.0498
C -0.81 -0.12 0.07 -0.3505
C 0.58 -2.03 1.17 0.0122
C 0.04 1.13 -3.13 -0.4346
N -1.57 0.89 0.52 0.0799
N -0.31 -0.84 1.17 -0.1413
O 1.50 1.16 0.97 -0.2967
O 1.72 -0.54 -1.01 -0.3514
P 1.13 0.63 -0.31 0.1978
S 0.52 2.07 -1.67 0.6685
H -1.89 1.84 2.43 0.1376
H -0.32 -0.45 3.24 0.1437
H -0.86 -0.64 -0.84 0.1193
H 0.28 -2.85 1.93 0.1353
H 0.47 -2.27 0.13 0.0798
H 1.51 -1.67 1.46 0.0648
H 0.25 1.78 -4.00 0.0427
H -0.97 0.61 -3.09 0.0660
H 0.83 0.46 -3.14 -0.0305
```

No. 3
Entry from the Open Molecules 2025 dataset: a 2-piece molecular cluster, C25H36N2O7P2S2 overall in a non-equilibrium geometry (ωB97M-V/def2-TZVPD).

Values from the calculation:
* E_LUMO: -2.283 eV
* HOMO-LUMO gap: 6.681 eV
* charge: 0
* HOMO energy: -8.963 eV
* total energy: -3088.7097 a.u.

The geometry in XYZ format:
```
74
Properties=species:S:1:pos:R:3:lowdin_charge:R:1
O 0.10 7.62 -4.46 -0.0454
C -0.18 6.38 -4.02 -0.1998
C -1.47 5.51 -4.62 0.0321
C -1.48 4.01 -4.54 -0.2766
P -2.89 2.90 -5.23 0.3015
S -4.66 3.36 -4.55 0.0647
C -0.20 3.23 -3.81 -0.2122
O -0.05 1.93 -4.08 -0.0678
C 0.80 4.04 -2.77 0.0124
C 1.75 3.30 -1.66 -0.0647
C 1.75 1.65 -1.43 -0.1546
C 0.31 1.34 -0.63 -0.1781
C 0.19 2.28 0.70 -0.2068
C -0.53 1.57 1.99 -0.1888
C 0.50 1.76 3.28 -0.2185
C 1.61 0.55 3.29 -0.2580
C 3.11 0.99 2.77 -0.4312
S 3.61 -0.34 1.49 0.8263
C 5.27 -1.08 1.96 -0.4803
N 5.34 -2.53 2.44 -0.0138
N 6.71 -2.75 2.65 -0.0422
C 7.48 -1.46 2.33 -0.0444
O 6.57 -0.37 1.89 -0.0887
C 2.76 4.23 -0.70 -0.0107
C 2.81 5.87 -0.79 -0.0373
C 1.81 6.59 -1.89 0.0112
C 0.83 5.70 -2.90 -0.0163
H -2.37 6.11 -5.10 0.1331
H -2.60 1.51 -4.90 -0.0033
H -2.80 2.97 -6.69 -0.0070
H 1.84 1.05 -2.43 0.1136
H 2.70 1.37 -0.76 0.0778
H -0.53 1.72 -1.39 0.1090
H 0.13 0.20 -0.46 0.1104
H -0.46 3.23 0.39 0.1282
H 1.24 2.67 1.05 0.0761
H -1.51 2.18 2.29 0.1173
H -0.74 0.44 1.76 0.1012
H -0.07 1.79 4.32 0.1134
H 1.12 2.78 3.23 0.1129
H 1.75 0.12 4.38 0.1137
H 1.22 -0.34 2.60 0.0892
H 3.93 0.89 3.63 0.1013
H 3.15 2.06 2.27 0.0710
H 8.66 -1.41 2.42 0.1422
H 3.42 3.62 0.07 0.0881
H 3.53 6.45 -0.06 0.0967
H 1.82 7.76 -1.93 0.0968
O -2.03 -2.20 0.40 -0.2201
P -1.94 -3.53 1.18 0.7782
O -1.75 -4.45 -0.19 -0.2498
C -0.50 -4.42 -0.84 -0.2991
C 0.54 -5.20 -0.06 -0.0796
O -3.60 -3.65 1.32 -0.2659
C -4.34 -2.50 1.70 -0.3025
C -5.10 -1.97 0.50 -0.0747
O -1.85 -5.02 2.05 -0.2682
C -2.87 -6.01 2.11 -0.2916
C -3.07 -6.78 0.81 -0.0750
H -0.17 -3.38 -0.99 0.1033
H -0.63 -4.87 -1.82 0.1220
H 0.73 -4.73 0.91 0.0713
H 1.48 -5.25 -0.61 0.0802
H 0.19 -6.21 0.14 0.0744
H -3.68 -1.73 2.13 0.1024
H -5.04 -2.79 2.49 0.1155
H -4.44 -1.79 -0.35 0.0726
H -5.62 -1.03 0.75 0.0771
H -5.85 -2.70 0.17 0.0778
H -3.81 -5.59 2.49 0.1115
H -2.54 -6.73 2.87 0.1190
H -3.55 -6.15 0.05 0.0731
H -3.72 -7.64 0.98 0.0814
H -2.12 -7.13 0.41 0.0729
```

No. 4
Entry from the Open Molecules 2025 dataset: a 8-piece molecular cluster, C33H55FN2O16S2 overall (ωB97M-V/def2-TZVPD).

Values from the calculation:
* E_LUMO: 0.582 eV
* HOMO-LUMO gap: 8.822 eV
* charge: 0
* HOMO energy: -8.240 eV
* total energy: -3500.0798 a.u.

The geometry in XYZ format:
```
109
Properties=species:S:1:pos:R:3:lowdin_charge:R:1
C 3.79 -1.43 0.53 -0.0702
C 2.87 -0.38 1.15 -0.2296
N 1.66 -0.14 0.35 -0.0546
N 1.03 1.10 0.65 -0.2369
C -0.43 1.06 1.01 -0.1650
C -0.98 -0.34 1.27 -0.2392
C -2.08 -0.72 0.29 -0.5744
S -1.48 -1.25 -1.35 0.7059
S 1.33 2.29 -0.41 0.5872
O 0.76 3.50 0.07 -0.2360
O 1.13 1.89 -1.77 -0.2528
F 2.88 2.40 -0.23 -0.1257
H 3.33 -1.96 -0.30 0.0638
H 4.72 -0.99 0.18 0.0658
H 4.05 -2.16 1.30 0.0606
H 2.55 -0.71 2.14 0.1020
H 3.41 0.56 1.31 0.0926
H 1.87 -0.22 -0.65 0.0651
H -0.58 1.70 1.87 0.1189
H -1.01 1.51 0.20 0.1030
H -0.20 -1.10 1.25 0.0984
H -1.43 -0.35 2.26 0.0845
H -2.64 -1.58 0.67 0.0633
H -2.80 0.09 0.19 0.0651
H -0.64 -0.22 -1.56 -0.1758
O 2.95 -0.58 -2.22 0.0951
C 2.92 -0.69 -3.41 -0.4539
O 3.93 -1.25 -4.11 0.0399
C 3.67 -1.15 -5.53 -0.1393
C 2.16 -0.98 -5.65 -0.1502
C 1.83 -0.24 -4.36 -0.0686
H 4.21 -0.28 -5.90 0.1260
H 4.06 -2.04 -6.01 0.1229
H 1.85 -0.47 -6.55 0.0937
H 1.68 -1.96 -5.64 0.1234
H 1.91 0.84 -4.47 0.1325
H 0.86 -0.47 -3.94 0.1207
O 6.92 -1.60 1.37 0.1150
C 6.80 -0.77 2.22 -0.4925
O 7.14 0.53 2.02 0.0215
C 6.97 1.28 3.24 -0.1564
C 5.97 0.49 4.06 -0.1435
C 6.27 -0.94 3.63 -0.0701
H 7.94 1.36 3.73 0.1233
H 6.63 2.28 2.97 0.1231
H 6.05 0.67 5.13 0.1141
H 4.95 0.76 3.76 0.1141
H 7.05 -1.40 4.24 0.1328
H 5.39 -1.58 3.63 0.0970
O -0.37 -0.71 -7.41 0.1072
C -0.88 0.32 -7.09 -0.4820
O -0.14 1.41 -6.79 0.0172
C -0.99 2.48 -6.32 -0.1390
C -2.36 2.17 -6.89 -0.1477
C -2.35 0.64 -6.92 -0.0668
H -0.97 2.47 -5.23 0.1278
H -0.57 3.42 -6.67 0.1074
H -3.17 2.60 -6.30 0.1176
H -2.43 2.57 -7.90 0.0928
H -2.68 0.20 -5.98 0.1306
H -2.92 0.21 -7.74 0.1241
O -3.25 -0.37 3.72 0.1165
C -4.37 -0.61 3.39 -0.4723
O -4.88 -0.15 2.22 0.0095
C -6.27 -0.49 2.11 -0.1514
C -6.47 -1.67 3.05 -0.1438
C -5.44 -1.39 4.14 -0.0805
H -6.86 0.38 2.42 0.1248
H -6.49 -0.71 1.07 0.1235
H -7.49 -1.76 3.42 0.1156
H -6.21 -2.60 2.53 0.1195
H -5.84 -0.75 4.93 0.1191
H -5.01 -2.28 4.58 0.1199
O -1.60 4.44 -9.11 0.1220
C -0.76 5.28 -9.18 -0.4768
O 0.42 5.17 -8.54 0.0195
C 1.21 6.36 -8.71 -0.1480
C 0.67 7.00 -9.98 -0.1498
C -0.80 6.59 -9.94 -0.0717
H 1.08 6.99 -7.83 0.1276
H 2.26 6.06 -8.78 0.1256
H 0.84 8.08 -10.01 0.1150
H 1.16 6.56 -10.85 0.1182
H -1.41 7.29 -9.37 0.1321
H -1.24 6.45 -10.92 0.1255
O 2.45 -2.27 5.02 0.1274
C 3.05 -3.31 4.98 -0.4843
O 4.20 -3.44 4.27 -0.0102
C 4.66 -4.80 4.31 -0.1462
C 4.02 -5.40 5.56 -0.1505
C 2.71 -4.63 5.64 -0.0727
H 4.34 -5.30 3.40 0.1295
H 5.75 -4.79 4.34 0.1265
H 3.91 -6.48 5.50 0.1143
H 4.63 -5.17 6.44 0.1168
H 1.91 -5.10 5.05 0.1323
H 2.35 -4.46 6.65 0.1244
O -6.67 -3.13 6.48 0.1238
C -6.96 -2.42 7.40 -0.4790
O -6.98 -1.07 7.29 0.0105
C -7.26 -0.46 8.56 -0.1495
C -7.97 -1.54 9.37 -0.1502
C -7.33 -2.81 8.82 -0.0724
H -6.31 -0.16 9.01 0.1281
H -7.86 0.43 8.39 0.1247
H -7.85 -1.41 10.44 0.1152
H -9.03 -1.53 9.14 0.1177
H -6.41 -3.08 9.34 0.1328
H -7.99 -3.67 8.81 0.1256
```

No. 5
Entry from the Open Molecules 2025 dataset: a 2-piece molecular cluster, C6H14N2O2 overall in a non-equilibrium geometry (ωB97M-V/def2-TZVPD).

Values from the calculation:
* E_LUMO: 0.596 eV
* relative energy (zero: lowest compared OMol25 entry of this formula, charge and spin): 49.6 kcal per mole
* HOMO-LUMO gap: 9.492 eV
* charge: 0
* HOMO energy: -8.895 eV
* total energy: -496.9786 a.u.

The geometry in XYZ format:
```
24
Properties=species:S:1:pos:R:3:lowdin_charge:R:1
C 2.66 -0.25 1.88 -0.1040
C 1.08 -1.86 -1.11 0.0035
C 2.13 -1.64 -0.04 -0.5178
O 3.24 -2.07 0.09 0.0595
N 1.68 -0.73 0.95 0.0009
H 0.76 -0.34 0.98 0.0618
H 3.00 -1.15 2.44 0.0963
H 0.37 -0.95 -1.09 0.0793
H 3.47 0.18 1.50 0.0256
H 2.44 0.58 2.61 0.1042
H 1.45 -2.02 -2.15 0.0970
H 0.55 -2.74 -1.08 0.0425
C -3.17 0.63 1.08 -0.0014
C -0.71 1.62 -1.85 -0.1074
C -1.94 0.80 0.19 -0.4966
O -0.90 0.66 0.74 0.0403
N -1.96 1.37 -1.12 0.0053
H -4.11 0.49 0.59 0.0577
H -2.61 1.06 -1.83 0.1228
H -0.35 0.84 -2.44 0.0401
H -3.19 -0.37 1.59 0.1016
H -3.13 1.44 1.80 0.0867
H -0.88 2.56 -2.50 0.1097
H 0.16 1.90 -1.22 0.0922
```

No. 6
Entry from the Open Molecules 2025 dataset: C11H14NOS as an isolated structure in a non-equilibrium geometry (ωB97M-V/def2-TZVPD).

Values from the calculation:
* E_LUMO: -3.508 eV
* relative energy (zero: lowest compared OMol25 entry of this formula, charge and spin): 66.5 kcal per mole
* HOMO-LUMO gap: 10.007 eV
* charge: +1
* HOMO energy: -13.515 eV
* total energy: -955.3408 a.u.

The geometry in XYZ format:
```
28
Properties=species:S:1:pos:R:3:lowdin_charge:R:1
C -0.89 1.35 3.42 -0.0461
C -1.58 2.20 2.57 -0.0500
C -0.33 0.18 3.00 -0.0588
C -1.81 1.74 1.29 -0.0712
C -0.31 -0.12 1.66 -0.0570
C -1.14 0.65 0.84 -0.2932
C 2.15 -2.70 -0.16 0.0415
C 1.90 -1.49 -0.51 -0.1628
C 0.76 -1.12 -1.46 -0.3001
C 0.46 0.42 -1.69 -0.3391
C 0.45 0.82 -3.10 -0.0364
N -0.61 -1.47 -0.90 -0.0694
O -2.40 0.40 -1.47 -0.2634
S -1.10 0.17 -0.88 1.0270
H -0.77 1.82 4.41 0.1294
H -1.86 3.23 2.91 0.1409
H 0.20 -0.65 3.52 0.1421
H -2.51 2.44 0.77 0.1500
H 0.36 -0.91 1.20 0.1106
H 2.91 -2.77 0.63 0.0874
H 1.71 -3.61 -0.51 0.0831
H 2.44 -0.52 -0.27 0.1402
H 0.93 -1.62 -2.35 0.1229
H 0.98 1.03 -1.04 0.1061
H -0.17 0.15 -3.60 0.0798
H 1.42 0.64 -3.59 0.1311
H 0.10 1.79 -3.22 0.0834
H -1.27 -2.09 -1.47 0.1718
```

No. 7
Entry from the Open Molecules 2025 dataset: C5H4CrNO5 as an isolated structure in a non-equilibrium geometry (ωB97M-V/def2-TZVPD).

Values from the calculation:
* E_LUMO (spin up / spin down): -10.817 / -10.723 eV
* 2S+1: 4
* relative energy (zero: lowest compared OMol25 entry of this formula, charge and spin): 0.0 kcal per mole
* HOMO-LUMO gap (spin up / spin down): 7.897 / 7.268 eV
* charge: +2
* HOMO energy (spin up / spin down): -18.714 / -17.991 eV
* total energy: -1667.5674 a.u.

The geometry in XYZ format:
```
16
Properties=species:S:1:pos:R:3:lowdin_charge:R:1
O -0.05 5.09 0.41 0.0578
C -0.02 3.98 0.66 -0.0015
Cr 0.02 -0.81 -0.79 0.4388
C 0.01 -2.56 -0.04 -0.0610
O -0.01 -3.69 0.19 0.2367
C -0.05 -1.65 -3.44 0.0835
O -0.08 -2.04 -4.51 0.1668
C 1.68 0.04 -0.64 -0.0487
O 2.73 0.55 -0.61 0.2240
C -1.61 0.05 -0.59 -0.0696
O -2.68 0.56 -0.53 0.2046
H 0.00 -0.30 0.98 -0.0152
N 0.02 0.11 2.00 0.2939
H 0.85 -0.25 2.49 0.1739
H -0.84 -0.22 2.50 0.1893
H 0.03 1.13 1.92 0.1266
```

| no. | M (g/mol) |
| --- | --- |
| 1 | 190.290 |
| 2 | 192.180 |
| 3 | 602.652 |
| 4 | 818.933 |
| 5 | 146.190 |
| 6 | 208.306 |
| 7 | 210.085 |